Density functional theory data (wB97M-V/def2-TZVPD) for C4H8N2O in the gas phase.

```
15
Properties=species:S:1:pos:R:3:forces:R:3
O 1.115881 1.283536 1.499242 -0.53 -2.03 -0.57
C -0.257750 1.521875 1.424905 -3.07 2.64 -0.74
C -1.069516 1.214954 0.068222 1.55 1.16 3.04
N -0.710924 0.386625 -0.784194 0.82 -0.97 -2.13
N 0.433754 -0.485473 -0.402329 -0.73 -0.37 0.75
C 0.981597 -1.390790 -1.478957 -1.18 1.88 -0.47
C -0.155932 -1.832246 -0.567425 -0.79 2.33 -3.33
H 1.263590 0.324089 1.128743 -0.61 2.39 0.55
H -0.928039 1.265676 2.303242 1.01 -0.78 -0.65
H -0.549863 2.663275 1.454226 1.58 -1.50 0.01
H -1.938228 1.921786 -0.086167 0.86 -1.18 -0.16
H 1.141772 -1.010366 -2.532646 -1.86 -0.58 0.95
H 1.982179 -1.624852 -1.249035 0.91 -0.77 1.14
H -1.211700 -1.657319 -0.907988 1.23 -0.74 -0.19
H -0.096820 -2.580771 0.130161 0.80 -1.49 1.80
```
Forces are in eV/Å.

Computed properties:
Charge: 0
Electronic energy in Ha: -341.8068
HOMO energy in eV: -8.894



Density functional theory data (wB97M-V/def2-TZVPD) for a 2-piece molecular cluster, C4H8N2O overall.

```
15
Properties=species:S:1:pos:R:3:forces:R:3
N 1.759483 -1.066413 -1.144912 0.24 0.31 0.00
C 1.810528 -0.054418 -0.351319 -0.05 0.02 -0.01
O 2.525984 0.959586 -0.133814 0.06 -0.09 -0.03
C 0.752318 0.127993 0.690603 -0.36 0.24 0.03
N -0.364239 0.740183 0.440413 0.41 -0.31 0.03
C -1.740850 0.721103 0.831925 -0.17 0.00 0.20
C -1.318802 0.752115 -0.618233 0.02 0.01 -0.29
H 2.556079 -1.081302 -1.777965 0.02 0.14 0.01
H 0.315096 -1.956897 -0.180366 -0.30 -0.16 0.18
H -0.226456 -1.987486 0.356072 -0.14 -0.27 -0.01
H 0.963477 -0.086802 1.736572 0.09 0.09 -0.16
H -2.103026 -0.221945 1.235657 0.08 0.16 -0.05
H -2.146214 1.623299 1.282449 0.13 -0.11 -0.09
H -1.373550 -0.158563 -1.208089 -0.02 0.10 0.09
H -1.409828 1.689554 -1.158998 0.00 -0.13 0.09
```
Forces are in eV/Å.

Computed properties:
Charge: 0
Electronic energy in Ha: -341.8123
HOMO energy in eV: -8.736



Density functional theory data (wB97M-V/def2-TZVPD) for C4H8N2O in the gas phase.

```
15
Properties=species:S:1:pos:R:3:forces:R:3
C 2.231563 1.007931 -0.037655 0.77 -0.68 0.98
C 1.148046 0.537358 -0.675374 0.42 1.46 1.21
C -0.093261 0.386929 0.112309 0.23 -1.18 -1.90
N -0.266528 0.710576 1.293404 -0.41 1.39 1.61
N -1.502001 0.439276 1.839497 -2.33 0.16 0.03
O -1.109687 -0.221505 -0.566338 0.08 -0.89 -0.42
C -0.684689 -1.542551 -0.987045 -2.25 0.20 -2.02
H 2.215343 1.077445 1.099815 -0.25 -0.01 -1.69
H 3.241262 1.198960 -0.449840 -0.99 -0.06 -0.21
H 0.973810 0.445080 -1.745669 0.62 -0.01 0.17
H -1.844355 1.258972 2.353753 0.71 -0.51 0.03
H -2.302080 0.215642 1.170245 1.87 0.22 0.63
H -0.020207 -1.388159 -1.910626 -0.61 -0.86 1.59
H -1.695332 -1.994246 -1.360780 2.03 0.42 0.65
H -0.291886 -2.131707 -0.135697 0.10 0.35 -0.69
```
Forces are in eV/Å.

Computed properties:
Charge: 0
Electronic energy in Ha: -341.8647
HOMO energy in eV: -8.428



Energy above the lowest of the compared OMol25 structures with the same formula, charge and spin per entry: 123.5, 120.1, 87.2 kcal per mole